(1)
A structure of composition C34H26ClN2O4PSeSr in a non-equilibrium geometry. Source: the Open Molecules 2025 dataset; level of theory: ωB97M-V/def2-TZVPD.

The geometry in XYZ format:
```
70
Properties=species:S:1:pos:R:3:mulliken_charge:R:1
Sr 0.48 -1.99 0.32 2.3152
O -1.69 -2.71 0.65 -0.8612
C -1.72 -2.51 -0.58 -0.4865
C -3.05 -2.52 -1.23 0.4387
C -4.10 -3.28 -0.75 -0.6138
C -5.33 -3.25 -1.40 -0.6250
C -5.50 -2.44 -2.51 -0.7346
C -4.46 -1.66 -2.98 -0.4139
C -3.21 -1.71 -2.37 0.5859
P -1.73 -0.83 -3.00 -0.2178
C -2.49 0.15 -4.35 -0.0478
C -3.10 1.39 -4.17 0.1318
C -3.67 2.06 -5.24 -0.7430
C -3.62 1.50 -6.51 -0.4429
C -3.01 0.27 -6.70 -0.6051
C -2.44 -0.39 -5.63 -0.1948
C -1.49 0.50 -1.77 0.2732
C -2.31 0.71 -0.66 0.1994
C -2.05 1.75 0.21 -0.8547
C -0.98 2.60 -0.01 -0.3351
C -0.15 2.39 -1.10 -0.7191
C -0.41 1.35 -1.97 -0.6070
H -3.95 -3.87 0.14 0.4317
H -6.15 -3.85 -1.03 0.3941
H -6.46 -2.40 -3.00 0.4100
H -4.62 -1.04 -3.85 0.3209
H -3.15 1.83 -3.18 0.4142
H -4.14 3.01 -5.09 0.4003
H -4.06 2.02 -7.35 0.3854
H -2.97 -0.17 -7.69 0.3951
H -1.95 -1.34 -5.78 0.3683
H -3.15 0.06 -0.47 0.4231
H -2.69 1.90 1.07 0.4586
H -0.78 3.41 0.67 0.3900
H 0.69 3.05 -1.28 0.4991
H 0.24 1.19 -2.83 0.4100
C 1.85 2.10 3.73 -1.3787
C 2.52 0.85 4.22 1.2811
C 3.91 0.76 4.17 -0.7985
C 4.57 -0.35 4.65 0.2458
Cl 6.30 -0.40 4.61 -0.2445
C 3.87 -1.42 5.20 -0.7786
C 2.49 -1.34 5.26 -0.2423
C 1.82 -0.23 4.78 0.1835
O 0.45 -0.24 4.96 -0.5362
C -0.38 -0.06 3.84 -0.8684
C 0.17 -0.73 2.58 1.4192
O 0.63 -1.87 2.68 -1.0535
O 0.10 -0.09 1.51 -1.0623
H 2.59 2.88 3.59 0.4518
H 1.11 2.45 4.46 0.3813
H 1.33 1.93 2.78 0.0001
H 4.48 1.59 3.77 0.3923
H 4.40 -2.28 5.58 0.4521
H 1.91 -2.15 5.67 0.4801
H -0.57 1.00 3.63 0.2232
H -1.33 -0.54 4.10 0.4133
Se 3.88 -3.03 0.23 0.2648
N 2.83 -1.61 -0.05 -0.9065
C 3.55 -0.53 0.20 0.8439
C 3.06 0.81 0.13 -0.0711
C 3.93 1.82 0.37 -0.4243
C 5.30 1.59 0.68 -0.6900
C 5.80 0.33 0.79 -0.6455
C 4.92 -0.77 0.56 0.7778
N 5.28 -2.04 0.65 -0.7962
H 2.02 0.98 -0.09 0.2098
H 3.58 2.84 0.32 0.4559
H 5.95 2.44 0.86 0.4047
H 6.83 0.13 1.05 0.4736
```

total charge	0
LUMO	-1.618	eV
ΔE to the lowest compared entry with this formula, charge and spin	23.57	kcal/mol

***

(2)
A structure of composition C34H26F6N10O5S2Sc. Source: the Open Molecules 2025 dataset; level of theory: ωB97M-V/def2-TZVPD.

The geometry in XYZ format:
```
84
Properties=species:S:1:pos:R:3:mulliken_charge:R:1
Sc -0.28 0.45 0.34 -0.3557
N 1.54 1.24 -0.72 0.1716
C 1.52 1.39 -2.16 0.3696
C 2.60 0.89 -2.88 -0.5803
C 2.63 0.99 -4.26 -0.8140
C 1.57 1.59 -4.92 -0.8233
C 0.50 2.09 -4.20 -0.9782
C 0.44 2.00 -2.81 0.8539
C -0.77 2.50 -2.10 0.7125
C -1.39 3.67 -2.53 -0.6792
C -2.57 4.10 -1.94 -0.7353
C -3.15 3.36 -0.91 -1.0526
C -2.52 2.20 -0.49 -0.2712
C -1.31 1.75 -1.04 0.8382
H 2.42 0.80 -0.44 0.3115
H 1.58 2.14 -0.25 0.2729
H 3.44 0.46 -2.35 0.4941
H 3.48 0.60 -4.81 0.4192
H 1.58 1.67 -6.00 0.4142
H -0.33 2.54 -4.72 0.5334
H -0.96 4.26 -3.33 0.5904
H -3.04 5.01 -2.27 0.3997
H -4.08 3.68 -0.46 0.4552
H -2.99 1.63 0.32 0.2728
C 3.33 -4.08 0.39 -1.0173
N 2.22 -3.17 0.63 0.7632
C 1.84 -2.12 -0.09 -0.3932
N 0.71 -1.62 0.41 0.6113
C 0.48 -2.43 1.49 -1.2442
N 1.37 -3.36 1.65 -0.7402
C 2.86 -5.51 0.27 1.0052
C 3.72 -6.55 0.59 -0.8906
C 3.30 -7.87 0.47 -0.6343
C 2.01 -8.16 0.07 -0.9941
C 1.14 -7.12 -0.23 -0.1875
C 1.57 -5.80 -0.15 -0.0924
C -0.25 -7.42 -0.57 0.6791
N -0.81 -8.57 -0.69 -0.4871
N -2.15 -8.32 -0.96 -0.4660
C -2.29 -7.04 -0.99 0.6517
O -1.12 -6.39 -0.75 -0.2483
C -3.51 -6.28 -1.22 -0.1194
C -4.69 -6.97 -1.50 -1.0305
C -5.86 -6.27 -1.72 -0.6985
C -5.86 -4.88 -1.67 -0.9052
C -4.68 -4.19 -1.40 1.1638
C -4.71 -2.68 -1.46 -1.2811
N -3.78 -2.02 -0.55 1.0250
C -2.64 -1.40 -0.85 -0.6579
N -2.14 -0.84 0.24 1.1102
C -3.05 -1.17 1.21 -0.8360
N -4.05 -1.88 0.76 -0.9649
C -3.51 -4.89 -1.17 -0.1834
H 4.06 -3.97 1.19 0.5051
H 3.80 -3.75 -0.54 0.2186
H 2.35 -1.79 -0.98 0.4946
H -0.36 -2.30 2.16 0.7540
H 4.73 -6.34 0.93 0.4351
H 3.99 -8.67 0.72 0.4120
H 1.67 -9.18 0.01 0.5343
H 0.87 -5.01 -0.39 0.5700
H -4.67 -8.05 -1.54 0.5322
H -6.77 -6.80 -1.93 0.4172
H -6.78 -4.33 -1.84 0.4309
H -5.70 -2.30 -1.21 0.5122
H -4.46 -2.32 -2.46 0.2778
H -2.24 -1.34 -1.85 0.5290
H -2.97 -0.87 2.24 0.5728
H -2.59 -4.36 -0.94 0.7154
F -1.35 3.44 4.39 -0.1771
C -1.51 2.19 4.01 0.4797
F -1.54 1.38 5.05 -0.1870
F -2.63 2.07 3.31 -0.1650
S -0.11 1.69 2.90 1.6117
O -0.39 0.27 2.53 -0.5968
O -0.22 2.42 1.64 -0.6118
N 1.10 1.92 3.80 -0.6825
S 2.53 1.42 3.24 0.9388
O 3.55 2.36 3.53 -0.6018
O 2.37 0.89 1.89 -0.7346
C 2.87 -0.06 4.31 0.6680
F 2.18 -1.10 3.87 -0.1741
F 2.55 0.20 5.56 -0.2173
F 4.17 -0.33 4.22 -0.2181
```

total charge	+1
LUMO	-2.566	eV
ΔE to the lowest compared entry with this formula, charge and spin	0.00	kcal/mol

***

(3)
A structure of composition C34H27Br2N7NiO3. Source: the Open Molecules 2025 dataset; level of theory: ωB97M-V/def2-TZVPD.

The geometry in XYZ format:
```
74
Properties=species:S:1:pos:R:3:mulliken_charge:R:1
Ni -0.26 -0.21 -0.82 -0.8572
C -1.16 2.10 4.29 -0.7031
C -1.78 0.86 4.22 -0.6946
C -1.51 -0.01 3.18 -0.1696
C -0.60 0.34 2.18 -1.3487
C 0.01 1.58 2.24 0.8827
C -0.27 2.45 3.28 -1.6771
N -0.33 -0.55 1.11 0.9064
C 0.00 -1.81 1.34 1.1566
C 0.41 -2.37 2.60 -0.6361
C 0.80 -3.67 2.66 -0.6873
C 0.79 -4.53 1.52 -0.6277
C 0.41 -4.05 0.31 -0.9188
C 0.04 -2.69 0.21 -0.0105
N -0.25 -2.05 -0.94 2.5203
N -0.28 -2.65 -2.06 -1.7598
C -0.45 -1.72 -3.08 0.1736
C -0.66 -2.14 -4.39 -0.7993
C -0.82 -1.18 -5.38 -0.3284
C -0.76 0.17 -5.04 -0.9437
C -0.54 0.50 -3.72 -0.2489
N -0.39 -0.42 -2.77 0.8092
H -1.37 2.77 5.10 0.4331
H -2.49 0.56 4.99 0.4103
H -2.02 -0.97 3.11 0.5212
H 0.71 1.86 1.46 1.1678
H 0.22 3.42 3.31 0.4447
H 0.45 -1.74 3.48 0.4941
H 1.16 -4.05 3.61 0.4046
H 1.11 -5.56 1.62 0.4158
H 0.41 -4.67 -0.57 0.4817
H -0.69 -3.20 -4.61 0.5322
H -1.00 -1.48 -6.40 0.4163
H -0.88 0.94 -5.79 0.4538
H -0.48 1.53 -3.39 0.3820
C -3.87 -1.19 -1.75 -1.3370
C -3.74 0.27 -1.41 0.7892
C -4.88 1.12 -1.45 -1.0042
C -4.74 2.45 -1.16 -1.0314
C -3.46 2.97 -0.85 0.4223
C -3.19 4.33 -0.57 0.1673
Br -4.60 5.61 -0.51 -0.2560
C -1.91 4.75 -0.34 -0.4674
C -0.85 3.84 -0.39 0.0126
Br 0.91 4.47 -0.09 -0.1922
C -1.02 2.48 -0.66 0.3113
O -0.01 1.66 -0.75 -0.5349
C -2.39 2.06 -0.86 -0.0954
N -2.56 0.73 -1.10 0.4808
H -4.81 -1.60 -1.37 0.5194
H -3.04 -1.75 -1.33 0.0570
H -3.86 -1.32 -2.83 0.2071
H -5.85 0.71 -1.70 0.4744
H -5.60 3.10 -1.16 0.3500
H -1.71 5.79 -0.13 0.4338
O 2.97 1.41 2.78 -0.4488
C 4.30 1.24 2.31 -0.6531
N 4.75 -0.07 2.67 -0.1100
C 4.58 -1.22 1.95 0.0441
O 4.91 -2.30 2.40 -0.6479
C 4.00 -1.11 0.57 0.2107
C 4.60 -1.83 -0.46 -0.5606
C 4.02 -1.80 -1.72 -1.0079
C 2.84 -1.08 -1.88 -0.3309
N 2.24 -0.42 -0.89 0.2632
C 2.83 -0.42 0.30 0.0686
H 2.63 2.28 2.52 0.2517
H 4.97 1.97 2.77 0.3751
H 4.35 1.35 1.23 0.4838
H 5.02 -0.22 3.63 0.2648
H 5.49 -2.41 -0.26 0.4834
H 4.46 -2.32 -2.56 0.4463
H 2.34 -1.05 -2.85 0.3891
H 2.33 0.14 1.08 0.5759
```

total charge	0
LUMO (spin up / spin down)	-1.275 / -1.268	eV
ΔE to the lowest compared entry with this formula, charge and spin	2.07	kcal/mol

***

(4)
A structure of composition C34H27ClCsN2O7PS2. Source: the Open Molecules 2025 dataset; level of theory: ωB97M-V/def2-TZVPD.

The geometry in XYZ format:
```
75
Properties=species:S:1:pos:R:3:mulliken_charge:R:1
Cs -0.13 0.82 0.10 1.0893
C -0.44 -3.03 8.66 -1.4484
C -0.30 -2.77 7.18 1.2465
C -0.29 -1.47 6.69 -0.9020
C -0.19 -1.22 5.33 -0.1873
C -0.10 -2.28 4.44 -0.5599
C -0.12 -3.58 4.91 -0.2597
C -0.21 -3.82 6.28 -0.8326
S -0.02 -1.99 2.66 1.4317
O 0.60 -0.66 2.57 -0.8598
O 0.82 -3.06 2.15 -0.7927
N -1.42 -2.10 2.05 -0.3074
C -2.55 -1.32 2.59 -0.5417
C -2.33 0.21 2.84 0.5519
O -2.19 0.57 4.02 -0.7220
O -2.36 0.96 1.82 -0.8424
H -0.23 -2.13 9.24 0.3407
H 0.24 -3.82 8.99 0.3552
H -1.46 -3.35 8.91 0.2718
H -0.37 -0.64 7.38 0.2555
H -0.22 -0.21 4.94 0.3717
H -0.04 -4.40 4.21 0.3866
H -0.22 -4.85 6.64 0.3159
H -2.90 -1.75 3.53 0.1737
H -3.35 -1.41 1.85 0.3575
Cl 2.10 -2.12 -0.64 -0.0835
C 2.31 -2.27 -2.36 0.4850
C 3.59 -2.17 -2.88 -0.5837
C 3.78 -2.30 -4.24 -0.5377
C 2.70 -2.55 -5.07 -0.6032
C 1.43 -2.66 -4.54 -0.0088
C 1.20 -2.52 -3.17 -0.1495
P -0.47 -2.57 -2.36 0.5709
C -1.56 -2.85 -3.80 0.0376
C -1.65 -1.82 -4.74 -0.4196
C -2.52 -1.92 -5.82 -0.6560
C -3.34 -3.03 -5.96 -0.4042
C -3.27 -4.05 -5.02 -0.5830
C -2.39 -3.96 -3.95 -0.4229
C -0.36 -4.22 -1.58 -0.0879
C -0.74 -4.32 -0.24 -0.5150
C -0.62 -5.55 0.42 -0.2714
C -0.14 -6.66 -0.25 -0.4590
C 0.24 -6.56 -1.59 -0.6693
C 0.14 -5.35 -2.24 -0.0248
H 4.41 -1.96 -2.21 0.4311
H 4.78 -2.18 -4.66 0.3175
H 2.84 -2.63 -6.14 0.3771
H 0.59 -2.83 -5.20 0.3778
H -1.02 -0.94 -4.65 0.4816
H -2.56 -1.11 -6.54 0.4417
H -4.02 -3.10 -6.80 0.3485
H -3.91 -4.92 -5.11 0.3790
H -2.35 -4.77 -3.23 0.3464
H -1.10 -3.47 0.32 0.5478
H -0.88 -5.59 1.47 0.3292
H -0.05 -7.61 0.27 0.3525
H 0.63 -7.43 -2.11 0.3638
H 0.46 -5.26 -3.27 0.4106
O 2.87 0.83 -4.68 -0.6638
S 1.53 1.33 -4.53 1.3052
O 0.50 0.59 -5.24 -0.6570
N 1.13 1.61 -3.01 -0.3340
C 0.96 2.91 -2.73 0.4155
O 0.67 3.39 -1.65 -0.7835
C 1.18 3.78 -3.97 -0.0456
C 1.08 5.16 -4.06 -0.5160
C 1.31 5.75 -5.30 -0.4301
C 1.64 4.97 -6.41 -0.4397
C 1.74 3.59 -6.31 -0.5646
C 1.50 3.02 -5.07 0.0642
H 0.82 5.74 -3.19 0.4799
H 1.24 6.82 -5.41 0.3576
H 1.81 5.45 -7.37 0.3685
H 1.98 2.97 -7.16 0.4334
```

total charge	-2
LUMO	3.881	eV
ΔE to the lowest compared entry with this formula, charge and spin	0.00	kcal/mol

***

(5)
A structure of composition C34H27ClIN9O3PrS2 in a non-equilibrium geometry. Source: the Open Molecules 2025 dataset; level of theory: ωB97M-V/def2-TZVPD.

The geometry in XYZ format:
```
78
Properties=species:S:1:pos:R:3:mulliken_spin:R:1
Pr 0.33 0.74 -0.14 1.9980
C -1.08 -2.22 1.15 -0.0012
N -1.64 -1.04 0.48 -0.0010
C -2.53 -1.28 -0.65 0.0030
C -1.82 -1.16 -1.96 -0.0007
N -0.67 -0.55 -2.12 -0.0029
C -0.44 -0.56 -3.50 0.0016
C 0.62 -0.04 -4.23 -0.0003
C 0.60 -0.20 -5.60 0.0012
C -0.46 -0.87 -6.24 0.0000
C -1.52 -1.38 -5.53 0.0000
C -1.48 -1.21 -4.15 -0.0012
N -2.36 -1.58 -3.13 0.0001
C 0.36 -2.02 1.53 0.0016
N 1.27 -1.65 0.66 0.0051
C 2.46 -1.61 1.39 0.0014
C 3.77 -1.32 0.99 -0.0015
C 4.75 -1.30 1.95 0.0003
C 4.46 -1.56 3.31 -0.0001
C 3.18 -1.88 3.72 0.0001
C 2.21 -1.91 2.73 -0.0006
N 0.85 -2.19 2.78 -0.0002
H -1.12 -3.07 0.46 -0.0003
H -1.68 -2.51 2.02 -0.0001
H -2.13 -0.42 1.14 0.0002
H -3.31 -0.52 -0.62 0.0003
H -3.03 -2.25 -0.58 -0.0001
H 1.44 0.49 -3.76 0.0019
H 1.42 0.19 -6.20 0.0000
H -0.44 -0.98 -7.32 0.0000
H -2.34 -1.89 -6.03 0.0000
H -3.23 -2.08 -3.23 0.0000
H 4.01 -1.12 -0.05 -0.0005
H 5.77 -1.09 1.67 0.0000
H 5.26 -1.53 4.04 0.0000
H 2.95 -2.09 4.75 0.0000
H 0.30 -2.41 3.59 0.0000
Cl 5.72 4.31 3.01 0.0000
C 4.32 3.34 2.68 -0.0002
C 3.43 3.07 3.67 0.0002
C 2.28 2.28 3.41 -0.0023
I 1.03 1.91 5.02 0.0000
C 2.02 1.76 2.18 -0.0006
O 0.96 1.00 1.92 -0.0110
C 2.96 2.06 1.12 -0.0012
N 2.72 1.55 -0.13 0.0036
C 3.56 1.77 -1.10 0.0015
C 4.74 2.52 -0.94 -0.0008
C 5.00 3.05 0.29 0.0004
C 4.11 2.83 1.36 0.0003
H 3.60 3.46 4.66 0.0000
H 3.31 1.36 -2.08 -0.0011
H 5.41 2.67 -1.78 0.0000
H 5.89 3.64 0.46 0.0000
N -2.79 8.24 -2.86 0.0000
C -2.30 7.08 -2.36 0.0001
C -1.73 7.03 -1.07 0.0000
C -1.23 5.85 -0.58 0.0001
C -1.29 4.69 -1.35 -0.0005
C -1.84 4.72 -2.63 0.0000
C -2.34 5.90 -3.12 0.0000
S -0.65 3.24 -0.69 0.0052
O 0.12 2.52 -1.74 0.0043
O 0.15 3.55 0.48 0.0011
N -1.75 2.15 -0.33 -0.0025
C -2.63 2.38 0.75 0.0002
S -3.38 3.88 1.11 -0.0003
C -4.27 3.11 2.36 -0.0002
C -3.90 1.82 2.45 -0.0001
N -2.98 1.39 1.52 -0.0004
H -2.79 9.09 -2.32 0.0000
H -3.22 8.28 -3.76 0.0000
H -1.68 7.94 -0.48 0.0000
H -0.78 5.82 0.40 0.0002
H -1.88 3.83 -3.25 -0.0001
H -2.77 5.93 -4.12 0.0000
H -4.97 3.65 2.97 0.0000
H -4.30 1.12 3.17 0.0000
```

total charge	+1
LUMO (spin up / spin down)	-2.246 / -2.233	eV
spin multiplicity	3
ΔE to the lowest compared entry with this formula, charge and spin	0.00	kcal/mol

***

(6)
A cluster of 3 separate species, C34H27ClO7Si in total in a non-equilibrium geometry. Source: the Open Molecules 2025 dataset; level of theory: ωB97M-V/def2-TZVPD.

The geometry in XYZ format:
```
70
Properties=species:S:1:pos:R:3:mulliken_charge:R:1
C 1.12 0.66 -4.80 -0.8064
Si -0.22 2.01 -5.06 0.3310
C 0.16 2.81 -6.78 -1.0986
C 0.07 3.35 -3.72 -0.9876
C -2.01 1.33 -5.16 0.0168
O -1.89 -0.15 -5.11 -0.3691
C -1.99 -0.51 -3.74 0.6146
O -1.36 -1.33 -3.06 -0.4771
O -2.97 0.29 -3.08 -0.2654
C -3.03 1.48 -3.95 -0.2018
Cl -3.28 3.08 -3.14 -0.1506
H 0.70 -0.28 -4.33 0.2673
H 1.93 1.10 -4.14 0.1881
H 1.54 0.36 -5.82 0.3482
H 1.26 2.65 -7.03 0.3018
H -0.52 2.31 -7.54 0.2930
H -0.09 3.91 -6.66 0.2867
H 1.10 3.82 -3.87 0.3103
H 0.05 2.93 -2.66 0.2438
H -0.68 4.18 -3.84 0.3741
H -2.53 1.77 -6.06 0.4711
H -4.03 1.32 -4.46 0.3708
C 7.96 0.54 1.57 -0.4656
C 8.01 1.54 0.60 -0.4788
C 6.86 1.91 -0.09 -0.5235
C 5.65 1.26 0.18 0.1557
C 5.60 0.24 1.13 0.1192
C 6.76 -0.11 1.83 -0.5305
C 4.34 -0.48 1.39 0.5793
O 4.29 -1.37 2.22 -0.6693
C 3.13 -0.12 0.61 0.2402
C 1.95 -0.83 0.80 -0.9563
C 0.80 -0.48 0.08 -0.1655
C 0.84 0.58 -0.81 -0.2345
C 2.02 1.28 -1.01 -0.4588
C 3.17 0.94 -0.31 -0.0102
C 4.43 1.68 -0.55 0.4909
O 4.46 2.60 -1.34 -0.6754
H 8.85 0.26 2.11 0.3953
H 8.95 2.04 0.39 0.3952
H 6.91 2.69 -0.84 0.4574
H 6.72 -0.89 2.58 0.4631
H 1.91 -1.66 1.50 0.4800
H -0.12 -1.04 0.22 0.4351
H -0.06 0.85 -1.37 0.3636
H 2.04 2.10 -1.71 0.5699
C -2.45 -3.37 0.65 -0.4644
C -2.83 -2.07 0.31 -0.3289
C -3.33 -1.22 1.27 -0.5632
C -3.47 -1.66 2.59 0.1508
C -3.12 -2.96 2.93 0.1644
C -2.60 -3.82 1.96 -0.6992
C -3.31 -3.46 4.31 0.6437
O -3.00 -4.60 4.61 -0.6696
C -3.90 -2.55 5.32 0.1594
C -4.14 -3.02 6.61 -0.5407
C -4.68 -2.17 7.57 -0.4665
C -4.97 -0.85 7.25 -0.4565
C -4.74 -0.38 5.96 -0.5636
C -4.21 -1.23 5.00 0.2046
C -4.00 -0.73 3.62 0.5364
O -4.26 0.43 3.33 -0.6739
H -2.04 -4.04 -0.11 0.4589
H -2.72 -1.73 -0.72 0.3894
H -3.62 -0.21 1.00 0.4929
H -2.31 -4.83 2.22 0.4716
H -3.91 -4.05 6.87 0.4602
H -4.87 -2.54 8.57 0.3958
H -5.38 -0.19 8.00 0.3979
H -4.97 0.65 5.72 0.4632
```

SMILES	C[Si](C)(C)[C@H]1OC(=O)O[C@H]1Cl.O=C1c2ccccc2C(=O)c2ccccc21.O=C1c2ccccc2C(=O)c2ccccc21
total charge	0
LUMO	-0.931	eV
ΔE to the lowest compared entry with this formula, charge and spin	34.76	kcal/mol